# 1
17
Properties=species:S:1:pos:R:3:forces:R:3 method="wB97M-V/def2-TZVPD" mol_weight_g_mol=94.16 e_tot_ha=-272.64457 smiles="C=CC(C=C)=CC" homo_ha=-0.335 lumo_ev=1.2 total_charge=0
C 1.870 1.658 0.973 0.204 0.489 0.123
C 0.593 1.319 1.046 -0.262 -0.845 0.087
C -0.015 0.251 0.190 0.931 0.091 -0.153
C -0.181 -1.086 0.815 -0.550 0.146 0.000
C -1.338 -1.580 1.232 -0.016 0.240 0.604
C -0.133 0.489 -1.116 -0.081 0.020 -0.020
C -0.616 -0.512 -2.126 -0.252 0.514 -0.254
H 2.599 1.127 0.375 -0.208 0.040 -0.350
H 2.252 2.516 1.516 0.016 -0.185 0.285
H -0.055 1.727 1.815 -0.007 0.361 -0.115
H 0.735 -1.653 0.946 0.070 -0.019 0.087
H -1.393 -2.498 1.807 -0.002 -0.104 -0.301
H -2.248 -0.989 1.169 0.058 -0.126 -0.148
H 0.185 1.478 -1.437 -0.169 -0.086 -0.197
H -1.295 -1.199 -1.626 0.333 -0.447 -0.190
H -1.189 -0.063 -2.944 0.027 0.257 0.235
H 0.227 -0.988 -2.636 -0.094 -0.345 0.305

# 2
12
Properties=species:S:1:pos:R:3:forces:R:3 method="wB97M-V/def2-TZVPD" mol_weight_g_mol=73.10 e_tot_ha=-244.47825 smiles="[H]/N=N/C.C=N" homo_ha=-0.333 lumo_ev=-0.1 total_charge=0
H 0.955 -2.045 0.690 -0.902 0.364 0.227
N 1.100 -1.288 0.013 1.218 3.629 1.646
N 0.904 -0.124 0.605 4.037 -4.099 -0.641
C 1.607 0.942 -0.117 -0.646 0.200 -0.633
H 1.032 1.867 -0.038 0.114 -0.159 -0.011
H 1.806 0.689 -1.165 -0.257 -0.060 0.096
H 2.589 1.090 0.335 -0.158 -0.186 0.383
C -2.366 -0.032 0.013 0.809 -1.654 0.490
N -1.091 0.149 -0.039 -2.679 -0.856 -3.908
H -3.221 0.511 -0.392 0.433 1.445 0.958
H -2.671 -0.979 0.476 -0.442 -0.463 -0.871
H -0.645 -0.782 -0.380 -1.525 1.839 2.265

# 3
63
Properties=species:S:1:pos:R:3:forces:R:3 method="wB97M-V/def2-TZVPD" mol_weight_g_mol=638.48 e_tot_ha=-4112.73515 homo_ha=-0.074 lumo_ev=3.5 total_charge=-2
O 1.092 0.069 -0.127 0.050 -1.050 0.353
V 1.533 -1.433 0.244 3.400 1.860 -0.853
O 0.436 -2.355 -0.415 -0.311 -0.353 -0.081
C 2.345 -2.694 -2.819 -0.537 0.138 -1.572
C 3.214 -1.516 -2.350 -0.158 -0.888 0.060
C 2.772 -0.214 -3.023 -0.348 -0.165 -0.655
O 3.343 -1.434 -0.985 -2.376 -0.145 1.062
H 2.416 -2.768 -3.922 0.399 -0.051 0.059
H 1.264 -2.559 -2.721 0.116 0.049 0.776
H 2.667 -3.657 -2.427 -0.048 0.122 0.361
H 4.193 -1.810 -2.783 0.255 0.457 0.177
H 2.908 -0.284 -4.112 0.382 0.089 0.059
H 3.329 0.630 -2.619 -0.029 0.036 -0.002
H 1.692 -0.039 -2.947 0.049 0.004 0.570
N 3.264 -3.836 2.021 0.864 0.796 -0.617
O 2.987 -4.556 2.993 -0.463 -0.197 0.002
O 2.332 -3.255 1.377 -0.949 -0.339 0.349
O 4.418 -3.667 1.646 -0.003 -0.309 0.222
N 4.016 -0.336 2.423 -0.022 -0.550 0.423
O 5.077 -0.354 1.806 0.016 0.230 -0.247
O 3.990 -0.151 3.655 -0.033 0.243 -0.038
O 2.915 -0.528 1.829 -0.342 0.051 -0.140
C -4.673 -0.477 -1.163 -0.620 0.595 0.131
C -4.493 0.996 -0.805 -0.027 1.077 -0.965
O -3.897 1.035 0.476 -0.166 -0.501 0.927
S -2.905 -0.238 0.647 0.072 -0.533 -1.964
O -3.042 -0.897 1.882 -0.404 0.405 0.758
O -1.665 0.107 0.083 0.302 0.365 0.269
O -3.673 -1.165 -0.452 -0.048 -0.105 0.145
H -4.612 -0.626 -2.239 0.377 -0.154 0.020
H -5.665 -0.809 -0.843 0.087 -0.204 0.152
H -5.411 1.588 -0.794 -0.249 -0.446 0.437
H -3.892 1.558 -1.529 0.512 -0.468 0.097
O 0.109 -1.522 2.456 0.106 0.308 -0.484
S 0.259 -2.220 3.686 -0.763 -0.709 -0.446
O 1.441 -2.171 4.460 0.191 0.181 0.611
O -1.004 -1.653 4.546 0.006 -0.480 -0.114
C -1.078 -2.089 5.906 0.775 0.472 0.644
C -2.005 -1.111 6.615 0.305 -0.451 -0.064
C -0.226 -3.918 3.456 0.842 0.461 -0.657
H -0.059 -1.995 6.294 -0.114 -0.110 0.264
H -1.372 -3.137 6.015 -0.220 0.034 -0.295
H -1.612 -0.141 6.315 -0.647 0.265 -0.002
H -1.979 -1.159 7.706 0.333 -0.269 -0.009
H -3.039 -1.317 6.339 -0.024 0.504 -0.322
H 0.609 -4.349 2.892 0.141 0.084 0.118
H -1.094 -3.923 2.804 -0.306 -0.080 0.386
H -0.279 -4.412 4.421 -0.343 -0.034 -0.010
O -1.599 2.837 -3.444 -0.225 0.218 -0.235
S -0.253 3.330 -3.517 0.666 -0.694 1.061
O 0.627 2.825 -4.524 -0.257 0.429 -0.562
O -0.317 4.945 -3.601 -0.290 -0.171 0.312
C -1.327 5.470 -4.481 1.163 0.315 -0.634
C -0.885 6.857 -4.905 0.011 0.526 0.272
C 0.578 3.152 -1.952 -0.284 -0.137 -0.994
H -2.300 5.566 -4.004 0.021 -0.517 0.147
H -1.330 4.810 -5.350 -0.562 0.073 -0.045
H 0.091 6.946 -5.380 -0.095 -0.594 -0.297
H -0.783 7.526 -4.046 -0.386 -0.096 0.112
H -1.660 7.247 -5.568 0.131 0.188 -0.033
H 1.182 2.249 -2.046 -0.098 -0.099 0.140
H -0.200 3.010 -1.210 0.262 0.294 0.340
H 1.226 4.020 -1.891 -0.090 0.029 0.520

# 4
54
Properties=species:S:1:pos:R:3:forces:R:3 method="wB97M-V/def2-TZVPD" mol_weight_g_mol=382.46 e_tot_ha=-1259.80800 smiles=CCc1ccc(CN(C)Cc2nc(Cc3ccc(OC)c(OC)c3)no2)nc1 homo_ha=-0.301 lumo_ev=0.4 total_charge=0
C -3.739 -1.832 -0.445 3.866 1.460 -8.222
C -3.265 -2.363 0.720 0.420 3.541 8.876
C -1.851 -2.180 0.983 2.972 3.337 0.584
C -1.210 -0.737 1.372 4.827 -10.683 -2.576
C 0.271 -0.934 1.345 -10.470 -0.696 -0.376
C 0.889 -1.986 0.850 2.572 -3.969 -0.047
C 2.470 -1.924 0.949 -3.295 -2.977 -4.085
N 2.888 -1.669 -0.559 0.098 5.577 7.806
C 2.845 -2.829 -1.191 14.943 1.936 -4.458
C 4.112 -0.850 -0.319 -0.302 -3.397 -8.776
C 3.749 0.473 -0.084 -2.253 7.069 2.180
N 3.051 1.467 -0.536 -2.294 -0.745 -8.900
C 2.914 2.477 0.271 1.111 -3.071 4.143
C 2.156 3.558 -0.120 -4.276 -1.442 1.365
C 0.642 2.888 -0.103 -0.048 9.238 3.009
C -0.287 3.855 0.644 -3.945 -12.328 -5.092
C -1.714 3.193 0.793 8.787 -0.729 -4.624
C -1.963 2.087 0.004 -1.788 1.568 -0.211
O -3.266 1.621 -0.094 -0.626 0.927 0.900
C -4.379 2.297 0.754 3.074 -5.275 -0.655
C -1.008 1.585 -0.902 -4.709 -6.102 -1.191
O -1.461 0.249 -1.561 -1.319 5.099 3.779
C -0.510 -0.441 -2.236 7.986 11.585 8.262
C 0.239 1.943 -0.997 1.631 1.640 1.878
N 3.335 2.145 1.570 0.567 0.228 -6.484
O 3.973 1.033 1.033 5.792 -5.459 11.001
N 0.312 -3.097 0.416 -1.473 -0.887 1.726
C -1.077 -3.276 0.695 5.330 5.481 -0.751
H -4.722 -1.890 -0.570 -4.298 0.117 -0.343
H -3.310 -0.739 -0.826 -1.092 -2.888 1.535
H -3.332 -2.564 -1.287 -0.718 1.378 0.814
H -3.541 -1.433 1.495 -0.693 -2.485 -0.819
H -3.540 -3.283 1.228 -0.851 -0.224 -0.793
H -1.831 0.014 1.578 -1.936 3.131 0.915
H 0.772 -0.177 1.559 4.561 6.679 2.170
H 2.690 -1.211 1.677 0.980 1.318 0.704
H 2.850 -2.957 1.154 -0.160 0.926 0.397
H 3.081 -2.617 -2.290 -0.019 -0.018 0.785
H 3.679 -3.564 -0.988 -0.835 0.117 0.536
H 2.061 -3.196 -1.291 -12.807 -6.079 -0.438
H 4.644 -0.994 -1.423 -1.228 1.250 1.862
H 4.948 -1.229 0.115 1.872 -1.212 2.970
H 2.386 4.254 0.618 -0.727 2.094 0.949
H 2.423 3.791 -1.061 0.706 1.368 -3.207
H -0.168 4.607 1.213 1.925 5.408 3.784
H -2.412 3.599 1.319 -4.124 2.576 3.283
H -5.075 1.494 0.637 -1.351 0.418 -0.765
H -4.591 3.275 0.593 -0.652 2.644 -1.167
H -4.124 2.103 1.759 0.785 0.425 1.490
H -0.970 -1.038 -2.591 -9.374 -14.132 -8.744
H 0.359 -0.705 -1.756 1.644 -1.699 2.528
H -0.056 0.215 -2.807 1.779 2.992 -4.504
H 1.060 1.527 -1.445 1.323 -1.650 -1.744
H -1.399 -4.037 0.135 -1.888 -3.378 -1.255

# 5
75
Properties=species:S:1:pos:R:3:forces:R:3 method="wB97M-V/def2-TZVPD" mol_weight_g_mol=775.96 e_tot_ha=-2229.92616 homo_ha=-0.256 lumo_ev=-0.3 total_charge=0
Pd -0.932 0.636 0.097 -0.154 -0.378 -0.185
C -4.306 0.453 -0.403 0.024 -0.022 -0.050
C -3.977 -0.753 -1.290 -0.011 -0.015 -0.009
C -3.260 -0.333 -2.573 -0.007 0.003 0.008
C -3.341 -1.882 -0.485 0.029 -0.022 -0.033
C -4.241 -2.770 0.106 -0.024 0.013 -0.009
C -3.819 -3.863 0.839 0.003 -0.001 0.010
C -2.462 -4.087 0.992 -0.011 0.010 0.006
C -1.523 -3.215 0.455 0.024 0.011 -0.066
C -0.049 -3.496 0.697 -0.019 0.016 0.003
C 0.451 -4.660 -0.164 -0.027 -0.012 0.000
C 0.241 -3.798 2.169 0.007 -0.017 0.003
C -1.960 -2.090 -0.288 0.077 -0.093 -0.045
N -1.000 -1.163 -0.756 -0.010 0.127 0.032
C -0.126 -1.530 -1.750 -0.031 0.032 -0.091
C -0.436 -2.517 -2.703 -0.005 0.028 0.005
C 0.444 -2.865 -3.713 -0.001 -0.005 -0.008
C 1.677 -2.241 -3.831 0.012 0.006 -0.004
C 2.021 -1.266 -2.903 -0.019 -0.032 -0.025
C 1.139 -0.942 -1.900 -0.010 0.026 0.044
F 1.544 -0.017 -0.981 -0.013 -0.016 -0.014
H -4.806 1.232 -0.983 -0.018 -0.008 0.011
H -3.398 0.892 0.019 -0.016 0.032 0.014
H -4.967 0.163 0.418 -0.009 0.008 0.009
H -4.941 -1.164 -1.607 0.003 -0.005 0.003
H -2.401 0.305 -2.387 0.023 -0.006 0.004
H -3.960 0.223 -3.202 0.007 0.008 0.006
H -2.921 -1.200 -3.141 -0.001 -0.009 -0.003
H -5.303 -2.601 -0.035 0.002 -0.006 0.018
H -4.540 -4.541 1.276 -0.011 0.014 0.007
H -2.126 -4.950 1.554 0.002 0.005 0.003
H 0.507 -2.600 0.418 0.010 0.006 0.018
H -0.081 -5.579 0.099 0.005 0.001 -0.002
H 1.517 -4.827 0.005 -0.004 0.001 0.003
H 0.302 -4.469 -1.225 0.007 -0.008 0.002
H -0.182 -4.758 2.471 0.010 -0.003 -0.004
H -0.176 -3.038 2.827 -0.003 0.050 0.034
H 1.318 -3.851 2.338 -0.006 0.017 -0.006
H -1.394 -3.017 -2.623 -0.001 0.005 -0.009
H 0.156 -3.633 -4.421 -0.003 0.000 0.002
H 2.362 -2.505 -4.625 0.000 -0.001 0.001
H 2.976 -0.758 -2.938 -0.003 0.006 0.010
I -1.562 8.908 -2.668 0.001 -0.010 0.003
C -1.401 6.934 -2.008 -0.001 0.019 -0.012
C -1.358 6.674 -0.645 0.002 0.001 0.020
C -1.252 5.364 -0.209 -0.004 -0.001 -0.021
C -1.189 4.328 -1.132 -0.031 -0.001 0.004
C -1.232 4.599 -2.494 0.008 -0.007 -0.019
C -1.338 5.907 -2.939 -0.002 -0.006 0.022
C -1.076 2.927 -0.667 0.139 -0.151 -0.050
O -1.062 2.647 0.574 0.055 0.263 0.012
O -0.982 1.972 -1.500 -0.028 0.137 0.043
H -1.407 7.485 0.068 -0.001 0.001 -0.004
H -1.216 5.134 0.847 -0.001 0.000 0.000
H -1.180 3.779 -3.198 0.000 -0.001 0.002
H -1.372 6.124 -3.997 0.000 0.001 0.000
O -6.543 -2.141 3.002 -0.008 -0.037 -0.032
C -5.771 -2.001 4.177 0.036 0.003 0.007
N -4.522 -1.427 3.752 -0.036 0.060 0.049
C -3.355 -1.706 4.375 0.011 -0.041 -0.051
O -3.278 -2.405 5.369 -0.019 0.012 0.015
C -2.117 -1.107 3.770 0.017 0.000 0.020
C -0.979 -1.001 4.558 0.003 -0.037 -0.022
C 0.188 -0.517 3.994 0.018 -0.013 -0.009
C 0.183 -0.143 2.663 -0.065 0.070 0.051
N -0.922 -0.223 1.913 0.094 -0.011 0.227
C -2.044 -0.712 2.446 -0.033 -0.038 -0.027
H -7.440 -2.385 3.248 -0.007 0.020 0.010
H -5.551 -2.955 4.657 0.001 -0.002 0.002
H -6.277 -1.347 4.896 -0.010 -0.005 -0.004
H -4.569 -0.746 3.012 0.020 -0.030 -0.028
H -1.028 -1.327 5.588 0.007 0.005 0.003
H 1.100 -0.436 4.568 0.001 0.001 -0.003
H 1.065 0.240 2.168 0.005 0.011 0.018
H -2.876 -0.816 1.761 -0.001 0.019 0.079

# 6
14
Properties=species:S:1:pos:R:3:forces:R:3 method="wB97M-V/def2-TZVPD" mol_weight_g_mol=136.17 e_tot_ha=-791.98107 smiles="C[C@]1(F)C[C@H](F)C1=S" homo_ha=-0.332 lumo_ev=-0.8 total_charge=0
C 0.903 -0.725 1.229 -0.010 -0.036 0.080
C 0.135 -0.777 -0.077 -0.862 0.222 0.718
F 0.104 -2.059 -0.597 0.246 0.610 0.003
C 0.475 0.396 -0.989 0.830 0.640 -1.356
C -0.732 1.198 -0.493 -0.760 0.288 -1.857
F -0.572 2.147 0.440 0.817 0.863 1.495
C -1.280 -0.100 0.023 -0.146 -1.495 0.070
S -2.754 -0.703 0.154 0.307 0.193 0.116
H 1.977 -0.869 1.089 -0.037 0.170 -0.298
H 0.591 -1.527 1.897 -0.335 0.168 0.084
H 0.727 0.265 1.674 0.156 -0.406 0.103
H 0.254 0.190 -2.039 -0.079 -0.352 0.048
H 1.473 0.854 -1.019 -0.191 -0.202 0.571
H -1.302 1.711 -1.292 0.063 -0.662 0.222